Density functional theory data (ωB97M-V/def2-TZVPD) for C27H42CoI2NO9SbSi3 as an isolated structure.

Geometry (Å):
Co: -0.44181 0.07006 1.38122
O: -0.57941 -1.22516 -0.28626
C: -0.81794 -2.42089 -0.29457
C: -0.66539 -3.34398 0.81386
C: -0.83307 -4.69599 0.54851
C: -0.64551 -5.63252 1.53797
C: -0.27279 -5.23236 2.83767
C: -0.12438 -3.91266 3.12860
C: -0.35259 -2.88292 2.14322
O: -0.28025 -1.67091 2.47075
N: -0.80565 -7.03724 1.23673
O: -1.10390 -7.36297 0.09734
O: -0.63078 -7.84588 2.13863
H: -1.15767 -2.87716 -1.24284
H: -1.09893 -5.02039 -0.45005
H: -0.10785 -5.99505 3.58573
H: 0.15273 -3.58160 4.12061
C: 4.85013 0.24162 -2.40902
Si: 3.62155 1.54862 -2.98873
C: 4.17082 1.98749 -4.74048
C: 3.87749 3.12286 -1.99118
Sb: 1.28163 0.62858 -2.50400
Si: 1.26294 -1.07722 -4.41400
C: 2.04146 -0.76780 -6.10428
C: 2.14032 -2.60613 -3.75333
C: -0.52645 -1.54280 -4.77540
Si: -0.00459 2.48466 -3.67879
C: 0.02446 4.03751 -2.62943
C: -1.77049 1.94388 -3.96732
C: 0.67686 3.00607 -5.36307
H: 5.81091 0.69711 -2.15077
H: 5.02166 -0.49918 -3.19532
H: 4.48560 -0.28637 -1.52454
H: 5.24153 2.21855 -4.72676
H: 3.64043 2.86190 -5.12010
H: 4.00864 1.17270 -5.44559
H: 4.92782 3.23118 -1.70410
H: 3.27918 3.13313 -1.07582
H: 3.58901 3.99504 -2.58479
H: 3.12935 -0.70889 -6.04083
H: 1.68523 0.15442 -6.56583
H: 1.78740 -1.59854 -6.77083
H: 3.21016 -2.41596 -3.63328
H: 2.01615 -3.45720 -4.42999
H: 1.75039 -2.89085 -2.77325
H: -0.94845 -0.88461 -5.53875
H: -1.15540 -1.45511 -3.88667
H: -0.59352 -2.57249 -5.13891
H: -0.73240 3.97147 -1.84824
H: -0.16057 4.92554 -3.24123
H: 0.98824 4.15468 -2.12766
H: -2.17105 1.46830 -3.07010
H: -1.83710 1.22791 -4.78982
H: -2.39920 2.80605 -4.20873
H: 1.53866 3.66683 -5.24620
H: -0.09512 3.55055 -5.91674
H: 0.99385 2.15599 -5.96878
C: -0.22087 1.05520 3.03878
H: 0.42451 0.39787 3.62560
H: -1.16156 1.21147 3.56564
H: 0.28001 2.00574 2.86091
O: 2.05868 2.65076 1.03464
C: 2.22907 1.43419 1.11828
O: 1.39237 0.51427 0.84439
C: 3.61255 0.92351 1.49819
C: 3.85012 -0.43695 1.63538
C: 5.13126 -0.93240 1.90481
C: 6.13365 -0.00471 2.03332
O: 7.47190 -0.22743 2.27825
C: 8.06812 1.06238 2.37599
O: 7.07813 2.04364 2.10314
C: 5.89554 1.34910 1.92173
C: 4.65193 1.85094 1.64896
H: 3.01220 -1.11259 1.52988
H: 5.32957 -1.99183 1.99305
H: 8.87654 1.14359 1.64465
H: 8.45826 1.20688 3.38889
H: 4.44452 2.90632 1.53900
C: -1.29145 3.04424 1.05801
C: -1.16199 1.67347 0.41978
O: -0.99077 1.61027 -0.77470
H: -0.28525 3.46747 1.09938
H: -1.72161 3.00979 2.05422
H: -1.91883 3.65220 0.40531
I: -3.00524 0.27293 1.32781
I: -6.23382 -0.38395 2.01774

Values from the calculation:
- 2S+1 = 2
- E_LUMO (spin up / spin down) (eV) = 3.62 / 3.62
- net charge = -2
- expectation value of S² = 1.015

Here are the Mulliken charges for atoms 1 to 6, given in e: -0.361, -0.150, -0.013, 0.681, -0.293, -0.454

Density functional theory data (ωB97M-V/def2-TZVPD) for a 6-piece molecular cluster, C27H42F15O10SSi overall.

Geometry (Å):
C: -0.13198 2.28658 2.87164
C: -1.64444 2.56945 2.88537
S: -1.95102 4.31199 3.28139
C: -3.56763 4.69010 2.49508
C: -4.81102 4.09733 3.17204
Si: -5.33349 2.42534 2.60663
C: -7.23638 2.34825 2.83869
C: -4.62565 0.95598 3.59794
C: -5.01914 2.02684 0.75998
H: -0.02768 1.20619 2.95328
H: 0.35664 2.68067 1.98273
H: 0.27230 2.72201 3.77855
H: -2.08415 1.92200 3.64212
H: -2.09094 2.36567 1.91075
H: -3.48068 4.48731 1.41407
H: -3.61864 5.78024 2.58896
H: -5.65790 4.75377 2.90632
H: -7.74660 2.74904 1.96301
H: -7.45104 2.94506 3.72931
H: -7.55659 1.32542 3.06019
H: -3.77569 0.45349 3.12729
H: -4.33938 1.26338 4.60521
H: -5.41485 0.19734 3.68062
H: -5.35447 2.85437 0.13088
H: -5.59279 1.14321 0.44514
H: -3.97276 1.77256 0.56649
C: 4.77283 -1.30008 -0.74316
C: 4.55997 -0.15087 0.21825
O: 3.36262 -0.33100 0.99891
C: 3.44671 -1.16930 2.02137
O: 4.41515 -1.77833 2.37157
C: 2.09750 -1.21078 2.75623
F: 1.08154 -1.35986 1.90116
F: 1.91612 -0.06484 3.42797
F: 2.05684 -2.21822 3.62619
H: 3.89554 -1.43258 -1.37346
H: 5.63646 -1.10333 -1.37739
H: 4.94076 -2.23435 -0.21125
H: 4.40583 0.77737 -0.32782
H: 5.41406 -0.01000 0.88054
C: 1.26484 -4.07807 -6.31252
C: 2.64401 -4.68511 -6.45775
O: 3.63360 -4.00051 -5.65868
C: 3.63283 -4.30020 -4.36587
O: 2.90213 -5.06791 -3.81453
C: 4.77784 -3.56492 -3.64272
F: 4.82929 -2.26078 -3.94409
F: 5.96104 -4.10449 -3.97800
F: 4.64836 -3.66771 -2.32098
H: 1.28299 -3.01685 -6.55388
H: 0.56711 -4.57781 -6.98408
H: 0.89434 -4.17964 -5.29312
H: 2.99310 -4.58899 -7.48404
H: 2.64476 -5.74448 -6.20191
C: 2.72690 3.03402 4.59053
C: 4.08328 2.42647 4.87157
O: 5.16139 3.30522 4.47569
C: 5.44366 4.29655 5.30660
O: 4.91911 4.53002 6.35468
C: 6.62141 5.11242 4.74815
F: 6.44658 5.40533 3.45350
F: 7.76363 4.41422 4.86237
F: 6.76818 6.25428 5.41568
H: 2.63958 3.31742 3.54238
H: 1.94372 2.32387 4.83089
H: 2.56596 3.93442 5.18339
H: 4.22103 1.52307 4.28044
H: 4.19843 2.15583 5.92092
C: 1.56928 2.24025 -8.85665
C: 2.75454 1.33329 -9.10725
O: 3.32422 0.85504 -7.87219
C: 2.67830 -0.13975 -7.28205
O: 1.69017 -0.68558 -7.67838
C: 3.41783 -0.54828 -6.00054
F: 3.74613 0.51581 -5.25722
F: 4.55197 -1.19080 -6.30752
F: 2.67722 -1.35181 -5.23857
H: 1.85264 3.06413 -8.20109
H: 1.20387 2.64936 -9.79792
H: 0.75390 1.70176 -8.37580
H: 3.55576 1.88122 -9.59829
H: 2.49067 0.48764 -9.74174
C: -5.25563 -5.00349 3.50091
C: -5.82562 -5.16552 2.10809
O: -7.16495 -4.64426 2.02061
C: -7.25528 -3.31833 1.92332
O: -6.34557 -2.54899 1.88991
C: -8.73196 -2.90676 1.81015
F: -9.48186 -3.53071 2.73180
F: -9.21021 -3.23936 0.59871
F: -8.87450 -1.59985 1.97084
H: -5.91370 -5.46708 4.23715
H: -4.27328 -5.47107 3.56237
H: -5.15277 -3.95188 3.76487
H: -5.91068 -6.21975 1.85113
H: -5.19553 -4.68833 1.35798

Values from the calculation:
- E_LUMO (eV) = 1.58
- net charge = -1

Here are the Mulliken charges for atoms 1 to 6, given in e: -0.936, 0.188, -0.207, -0.429, -0.978, 0.728

| no. | largest force on an atom (eV Å⁻¹) | DFT total energy (hartree) |
| --- | --- | --- |
| 1 | 0.84 | -4872.9522 |
| 2 | 1.21 | -3992.1594 |